(1)
Formula: C11H16FN3O8P
Source: OMol25
Level of theory: the ωB97M-V functional and the def2-TZVPD basis

Geometry as ORCA input:
```
! wB97M-V def2-TZVPD RIJCOSX def2/J DEFGRID3
* xyz -1 1
C -0.52 3.30 0.75
N 0.06 2.47 -0.38
C 0.56 3.51 -1.39
C -0.99 1.68 -1.13
O -2.27 2.13 -1.31
C -0.63 0.25 -1.85
N -0.12 -0.83 -0.93
C 0.20 -2.01 -1.82
O -0.77 -2.58 -2.59
N 1.58 -2.67 -1.95
C 2.58 -2.07 -0.98
O 3.12 -0.89 -1.29
F 2.95 -2.82 0.24
C -1.06 -1.16 0.20
C -0.76 -0.31 1.61
C 0.82 0.08 1.80
O 1.21 -0.33 3.19
C 2.41 -1.18 3.17
O 3.68 -0.69 3.24
P -2.92 -1.10 -0.22
O -3.70 0.13 0.47
C -0.74 -2.75 0.62
O 0.24 -3.07 1.50
O -1.53 -3.91 0.12
H -0.62 2.71 1.78
H -1.52 3.85 0.50
H 0.28 4.15 0.97
H 1.04 2.99 -2.34
H -0.32 4.24 -1.73
H 1.39 4.21 -0.92
H -1.54 -0.08 -2.54
H 0.26 0.48 -2.61
H 1.90 -2.47 -2.92
H -1.10 -0.88 2.57
H -1.38 0.68 1.53
H 1.07 1.23 1.74
H 1.56 -0.50 1.09
H 2.35 -2.37 3.14
H -3.21 -1.16 -1.66
H -3.57 -2.29 0.34
*
```

As for the LUMO energy: 1.994 eV. The SMILES is CN(C)C(=O)CN(C(=O)NC(=O)F)[C@@](CCOC=O)([PH2]=O)C(=O)[O-]. Its HOMO energy is -5.19 eV.

***

(2)
Formula: C4H10OS
Source: OMol25
Level of theory: the ωB97M-V functional and the def2-TZVPD basis

Geometry as ORCA input:
```
! wB97M-V def2-TZVPD RIJCOSX def2/J DEFGRID3
* xyz 0 1
C -1.59 -1.02 -2.17
O -0.61 -0.36 -1.39
C -0.34 -0.87 -0.11
C -0.11 0.26 0.86
C 0.31 -0.34 2.18
S 1.28 1.31 0.34
H -1.83 -2.02 -1.75
H -2.57 -0.46 -2.06
H -1.28 -1.06 -3.23
H -1.18 -1.50 0.29
H 0.59 -1.56 -0.01
H -1.04 0.86 0.90
H 1.20 -0.92 2.19
H 0.53 0.35 2.95
H -0.53 -0.92 2.63
H 0.89 1.08 -0.87
*
```

As for the LUMO energy: 0.963 eV. The SMILES is COC[C@@H](C)S. Its HOMO energy is -8.88 eV.

***

(3)
Formula: C3H10N2O
Source: OMol25
Level of theory: the ωB97M-V functional and the def2-TZVPD basis

Geometry as ORCA input:
```
! wB97M-V def2-TZVPD RIJCOSX def2/J DEFGRID3
* xyz 0 1
C -2.60 0.16 1.75
C -1.20 0.89 1.44
N -0.04 0.20 1.94
C 1.04 -0.06 1.21
N 1.20 0.38 -0.10
H -2.66 -0.77 2.39
H -3.00 -0.36 0.86
H -3.04 1.00 2.16
H -1.12 2.04 1.83
H -1.28 1.11 0.41
H 1.88 -0.59 1.72
H 0.48 0.93 -0.55
H 1.94 0.14 -0.71
O 2.49 -1.58 -4.97
H 3.39 -1.18 -5.06
H 2.52 -2.30 -4.31
*
```

As for the LUMO energy: 0.556 eV. The SMILES is CC/N=C\N.O. Its HOMO energy is -8.69 eV.

***

(4)
Formula: C3H6N2P2
Source: OMol25
Level of theory: the ωB97M-V functional and the def2-TZVPD basis

Geometry as ORCA input:
```
! wB97M-V def2-TZVPD RIJCOSX def2/J DEFGRID3
* xyz 0 1
C 0.42 -1.95 1.05
C 0.43 -0.63 0.69
C -0.61 0.13 0.09
P -0.67 1.92 0.30
N 0.69 2.79 0.42
P 0.78 2.96 -1.26
N -1.02 2.65 -1.25
H 1.37 -2.38 1.17
H -0.39 -2.59 1.10
H 1.45 -0.16 0.80
H -1.69 -0.11 0.20
H 0.84 1.52 -1.56
H -1.25 1.93 -1.94
*
```

As for the LUMO energy (spin up / spin down): -1.881 / -1.784 eV. The SMILES is C=CC=[P@@]12N=[P@@H]1N2. Its HOMO energy (spin up / spin down) is -8.67 / -8.69 eV.